Computed, not measured: a molecular structure, C4H7O2Sm at a distorted geometry, with ωB97M-V with the def2-TZVPD basis set.

XYZ file:
```
14
Properties=species:S:1:pos:R:3:forces:R:3
O 0.59879 -0.67913 -2.18066 -0.3 -0.4 0.2
C -0.50732 -1.07591 -1.88835 0.4 0.9 -0.3
C -1.07961 -1.06221 -0.49677 0.0 -0.1 0.3
O -0.17696 -0.70663 0.49612 0.7 0.1 0.1
C -0.03349 0.72244 0.72765 -2.2 0.1 1.3
C 1.22969 1.08878 1.44735 1.9 0.2 -0.8
Sm 3.28016 0.52625 -0.01347 -0.5 -0.1 0.0
H -1.22033 -1.37714 -2.68583 0.1 -0.2 0.1
H -1.45086 -2.08373 -0.30143 0.0 0.3 0.1
H -1.95565 -0.38428 -0.51194 0.0 -0.3 -0.1
H -0.80250 1.03045 1.45185 -0.7 -0.6 -0.1
H -0.43544 1.22740 -0.16643 1.3 0.3 -0.2
H 1.23083 2.16724 1.68713 -0.2 -0.2 -0.3
H 1.32269 0.60649 2.43477 -0.5 -0.1 -0.3
```
Forces are in eV/Å.

Results
Frontier orbital gap (spin up / spin down) = 5.19 / 6.97 eV
2S+1 = 8
Total charge = 0
Relative energy (zero: lowest compared OMol25 entry of this formula, charge and spin) = 13.5 kcal per mole